A single C22H17N3O2 molecule. Source: OMol25; level of theory: ωB97M-V with the def2-TZVPD basis set.

Each line ends with the Löwdin charge.
Cartesian coordinates (Å):
1 O -3.289923 -2.686013 -0.137966  0.11
2 C -2.561258 -1.722680 -0.021648  -0.33
3 C -1.096597 -1.814975 0.129333  -0.06
4 C -0.531043 -3.072085 0.208288  0.01
5 C 0.837423 -3.207576 0.419662  -0.05
6 C 1.645328 -2.097514 0.470954  -0.01
7 C 1.126819 -0.797902 0.316602  -0.07
8 C 1.942619 0.383399 0.339907  -0.16
9 N 3.315253 0.286971 0.276983  -0.08
10 C 3.969596 -0.614697 -0.658852  -0.14
11 C 4.964987 0.161696 -1.521691  -0.18
12 O 6.006437 0.722239 -0.747930  -0.13
13 C 5.599837 1.055532 0.564818  -0.18
14 C 4.125988 1.441547 0.623565  -0.15
15 C 1.312180 1.617485 0.472065  0.00
16 C -0.066761 1.739826 0.423969  0.01
17 C -0.871186 0.628610 0.246960  -0.10
18 C -0.284544 -0.657900 0.216888  -0.04
19 C -2.292639 0.728688 0.125009  -0.21
20 N -3.010762 1.814297 0.121722  0.19
21 C -4.313237 1.405480 -0.027741  -0.22
22 C -5.479302 2.156682 -0.095527  -0.02
23 C -6.670515 1.475291 -0.251075  -0.10
24 C -6.713148 0.084724 -0.337840  -0.09
25 C -5.563282 -0.682800 -0.272999  -0.01
26 C -4.370331 -0.004347 -0.117895  -0.13
27 N -3.053657 -0.431260 -0.016839  0.13
28 H -1.175447 -3.935353 0.138484  0.12
29 H 1.264274 -4.190327 0.550811  0.11
30 H 2.692497 -2.228931 0.684978  0.10
31 H 4.524969 -1.395198 -0.123262  0.12
32 H 3.225204 -1.088305 -1.300944  0.13
33 H 4.436259 0.952311 -2.075169  0.13
34 H 5.440345 -0.506041 -2.244458  0.13
35 H 6.224857 1.895608 0.877249  0.13
36 H 5.787699 0.211440 1.244510  0.13
37 H 3.869224 1.761784 1.636787  0.14
38 H 3.963525 2.284092 -0.064124  0.13
39 H 1.894296 2.518057 0.571655  0.10
40 H -0.534116 2.709418 0.487714  0.12
41 H -5.442025 3.231973 -0.027989  0.11
42 H -7.595105 2.031112 -0.307218  0.10
43 H -7.667296 -0.406087 -0.458833  0.10
44 H -5.587422 -1.758275 -0.338909  0.10

Force components x, y, z for each atom (eV/Å):
0.1 0.2 0.0
-0.1 -0.4 0.0
0.4 -0.5 0.0
-0.4 0.4 0.0
0.4 0.1 0.0
-0.1 -0.2 0.1
-0.3 0.1 -0.1
-0.2 0.3 0.1
0.1 0.0 0.2
0.4 -0.1 -0.3
-0.3 -0.2 -0.2
0.1 0.0 0.0
-0.1 0.1 0.3
0.2 0.1 0.0
0.5 -0.2 0.0
-0.6 -0.6 -0.1
0.8 0.2 0.1
0.2 0.1 0.0
-0.5 0.4 0.0
0.8 0.1 0.1
-0.3 -0.8 -0.1
0.1 -0.1 0.0
-0.1 0.1 0.0
0.0 -0.1 0.0
0.0 -0.2 0.0
-0.5 0.5 0.0
0.0 0.4 0.0
-0.1 0.0 0.0
0.1 -0.1 0.0
0.1 0.0 0.0
-0.1 0.0 -0.1
0.1 0.0 0.0
0.0 -0.1 0.0
-0.1 0.0 0.0
-0.1 -0.1 0.1
0.0 0.1 0.0
0.0 0.1 -0.1
0.0 0.0 0.1
0.1 0.1 0.0
0.0 0.1 0.0
0.0 0.1 0.0
-0.1 0.0 0.0
-0.1 0.0 0.0
0.0 -0.1 0.0

HOMO energy = -7.526 eV
Kohn-Sham gap = 6.79 eV
SMILES = O=c1c2cccc3c(N4CCOCC4)ccc(c32)c2nc3ccccc3n12
Spin multiplicity = 1
Energy above the lowest of the compared OMol25 structures with the same formula, charge and spin = 0.0 kcal per mole
Electronic energy = -1163.351229 a.u.
E_LUMO = -0.7 eV